C60H171N5O23 | ωB97M-V/def2-TZVPD

For the HOMO energy, the calculation gives -0.3071 Eh. Its largest force on an atom is 4.004 eV/A. The HOMO-LUMO gap comes out at 8.720 eV.

Last columns: bonded neighbours and bond lengths (Å).
Cartesian coordinates (Å):
1 C -7.98 1.68 26.97  C2 1.513, H7 1.036, H8 1.109, H9 1.109
2 C -7.46 3.10 26.94  C1 1.513, C3 1.486, N6 1.408, H10 1.067
3 C -8.06 3.92 28.03  C2 1.486, O4 1.438, H11 1.115, H12 1.075
4 O -9.46 4.19 27.88  C3 1.438, C5 1.432
5 C -9.85 5.09 28.92  O4 1.432, H13 1.122, H14 1.060, H15 1.082
6 N -6.06 3.09 27.11  C2 1.408, H16 1.042, H17 1.078
7 H -9.00 1.62 27.08  C1 1.036
8 H -7.57 1.08 27.81  C1 1.109
9 H -7.55 1.19 26.08  C1 1.109
10 H -7.64 3.56 26.00  C2 1.067
11 H -7.53 4.89 28.09  C3 1.115
12 H -7.83 3.52 29.00  C3 1.075
13 H -9.59 4.70 29.93  C5 1.122
14 H -10.87 5.34 28.78  C5 1.060
15 H -9.24 5.98 28.82  C5 1.082
16 H -5.59 3.96 26.79  N6 1.042
17 H -5.87 3.09 28.17  N6 1.078
18 C -3.00 3.62 28.95  C19 1.508, H24 1.075, H25 1.107, H26 1.095
19 C -3.57 3.85 30.33  C18 1.508, C20 1.507, N23 1.506, H27 1.117
20 C -3.13 5.17 30.91  C19 1.507, O21 1.404, H28 1.075, H29 1.110
21 O -3.61 5.44 32.20  C20 1.404, C22 1.403
22 C -3.17 6.67 32.70  O21 1.403, H30 1.082, H31 1.077, H32 1.127
23 N -5.08 3.77 30.29  C19 1.506, H33 0.980, H34 0.999
24 H -1.95 3.82 28.90  C18 1.075
25 H -3.56 4.30 28.29  C18 1.107
26 H -3.16 2.59 28.60  C18 1.095
27 H -3.11 3.06 30.98  C19 1.117
28 H -3.27 6.02 30.27  C20 1.075
29 H -2.04 5.03 31.06  C20 1.110
30 H -2.10 6.76 32.59  C22 1.082
31 H -3.57 6.74 33.70  C22 1.077
32 H -3.60 7.55 32.14  C22 1.127
33 H -5.52 4.37 30.92  N23 0.980
34 H -5.42 2.84 30.43  N23 0.999
35 C -5.05 11.70 37.01  C36 1.575, H41 1.090, H42 1.079, H43 1.082
36 C -5.33 10.93 35.67  C35 1.575, C37 1.536, N40 1.432, H44 1.101
37 C -5.01 11.87 34.50  C36 1.536, O38 1.437, H45 1.100, H46 1.162
38 O -5.23 11.20 33.24  C37 1.437, C39 1.398
39 C -4.54 11.83 32.20  O38 1.398, H47 1.074, H48 1.079, H49 1.124
40 N -4.77 9.62 35.52  C36 1.432, H50 0.976, H51 0.996
41 H -4.07 12.16 36.85  C35 1.090
42 H -4.93 11.05 37.86  C35 1.079
43 H -5.85 12.42 37.10  C35 1.082
44 H -6.42 10.76 35.63  C36 1.101
45 H -3.95 12.16 34.50  C37 1.100
46 H -5.67 12.82 34.57  C37 1.162
47 H -5.00 12.75 31.89  C39 1.074
48 H -4.44 11.09 31.43  C39 1.079
49 H -3.47 12.07 32.42  C39 1.124
50 H -3.85 9.65 35.84  N40 0.976
51 H -4.76 9.21 34.61  N40 0.996
52 C -7.52 8.05 32.79  C53 1.546, H58 1.066, H59 1.076, H60 1.134
53 C -7.53 6.85 31.82  C52 1.546, C54 1.496, N57 1.425, H61 1.080
54 C -7.09 7.29 30.46  C53 1.496, O55 1.424, H62 1.130, H63 1.125
55 O -5.72 7.67 30.54  C54 1.424, C56 1.443
56 C -5.15 8.01 29.26  O55 1.443, H64 1.086, H65 1.101, H66 1.107
57 N -6.73 5.76 32.28  C53 1.425, H67 1.007, H68 0.995
58 H -7.68 7.67 33.78  C52 1.066
59 H -8.32 8.72 32.52  C52 1.076
60 H -6.50 8.52 32.70  C52 1.134
61 H -8.57 6.54 31.77  C53 1.080
62 H -7.71 8.18 30.14  C54 1.130
63 H -7.21 6.50 29.67  C54 1.125
64 H -4.17 8.46 29.38  C56 1.086
65 H -5.82 8.74 28.77  C56 1.101
66 H -5.18 7.06 28.70  C56 1.107
67 H -5.74 5.92 32.38  N57 1.007
68 H -7.19 5.25 32.99  N57 0.995
69 C -9.90 8.47 25.81  C70 1.508, H75 1.071, H76 1.094, H77 1.125
70 C -8.57 7.94 26.27  C69 1.508, C71 1.520, N74 1.500, H78 1.094
71 C -8.29 6.61 25.60  C70 1.520, O72 1.389, H79 1.151, H80 1.060
72 O -8.28 6.74 24.21  C71 1.389, C73 1.395
73 C -7.54 5.77 23.55  O72 1.395, H81 1.106, H82 1.128, H83 1.129
74 N -7.44 8.87 25.94  C70 1.500, H84 1.048, H85 1.001
75 H -10.04 8.28 24.76  C69 1.071
76 H -10.13 9.53 26.01  C69 1.094
77 H -10.73 7.93 26.35  C69 1.125
78 H -8.57 7.91 27.36  C70 1.094
79 H -9.13 5.90 25.95  C71 1.151
80 H -7.39 6.19 25.98  C71 1.060
81 H -7.54 6.07 22.48  C73 1.106
82 H -7.97 4.75 23.76  C73 1.128
83 H -6.46 5.80 23.87  C73 1.129
84 H -7.35 8.85 24.90  N74 1.048
85 H -7.73 9.80 26.16  N74 1.001
86 C 2.95 6.37 31.04  C87 1.562, H90 1.122, H91 1.083, H92 1.109
87 C 1.78 6.54 30.02  C86 1.562, C88 1.514, O89 1.467, H93 1.140
88 C 0.68 5.50 29.97  C87 1.514, H94 1.078, H95 1.153, H96 1.116
89 O 1.17 7.86 30.17  C87 1.467, H97 0.940
90 H 3.36 5.33 30.98  C86 1.122
91 H 2.61 6.50 32.06  C86 1.083
92 H 3.77 7.11 30.92  C86 1.109
93 H 2.23 6.62 28.97  C87 1.140
94 H 0.03 5.50 30.83  C88 1.078
95 H 1.08 4.43 29.83  C88 1.153
96 H -0.02 5.79 29.15  C88 1.116
97 H 1.78 8.50 29.85  O89 0.940
98 C -11.16 5.19 34.43  C99 1.541, H102 1.076, H103 1.103, H104 1.098
99 C -9.77 5.02 35.07  C98 1.541, C100 1.548, O101 1.437, H105 1.136
100 C -9.83 4.00 36.24  C99 1.548, H106 1.083, H107 1.076, H108 1.083
101 O -8.87 4.57 34.06  C99 1.437, H109 0.959
102 H -11.89 5.59 35.11  C98 1.076
103 H -11.54 4.20 34.11  C98 1.103
104 H -11.06 5.82 33.54  C98 1.098
105 H -9.37 5.98 35.52  C99 1.136
106 H -10.52 4.24 37.03  C100 1.083
107 H -8.81 3.80 36.54  C100 1.076
108 H -10.23 3.08 35.84  C100 1.083
109 H -8.07 4.29 34.51  O101 0.959
110 C -1.66 4.05 21.30  C111 1.569, H114 1.099, H115 1.102, H116 1.048
111 C -1.65 4.47 22.81  C110 1.569, C112 1.542, O113 1.369, H117 1.084
112 C -0.74 5.69 23.05  C111 1.542, H118 1.097, H119 1.035, H120 1.057
113 O -2.92 4.87 23.15  C111 1.369, H121 0.946
114 H -2.41 3.25 21.24  C110 1.099
115 H -0.67 3.76 20.93  C110 1.102
116 H -1.97 4.88 20.74  C110 1.048
117 H -1.42 3.63 23.46  C111 1.084
118 H 0.34 5.50 23.03  C112 1.097
119 H -0.90 6.00 24.03  C112 1.035
120 H -0.84 6.49 22.37  C112 1.057
121 H -3.30 5.46 22.52  O113 0.946
122 C -3.74 2.98 34.81  C123 1.515, H126 1.084, H127 1.114, H128 1.103
123 C -5.07 3.32 34.17  C122 1.515, C124 1.515, O125 1.451, H129 1.129
124 C -5.53 2.33 33.12  C123 1.515, H130 1.097, H131 1.100, H132 1.100
125 O -6.11 3.46 35.18  C123 1.451, H133 0.995
126 H -2.98 3.14 34.05  C122 1.084
127 H -3.74 2.02 35.37  C122 1.114
128 H -3.50 3.78 35.52  C122 1.103
129 H -4.93 4.32 33.66  C123 1.129
130 H -4.71 2.21 32.40  C124 1.097
131 H -6.49 2.60 32.66  C124 1.100
132 H -5.65 1.35 33.59  C124 1.100
133 H -5.87 4.17 35.84  O125 0.995
134 C -4.60 2.03 24.04  C135 1.554, H137 1.108, H138 1.053, H139 1.069
135 C -4.52 0.96 25.17  C134 1.554, O136 1.438, H140 1.090, H141 1.116
136 O -3.97 1.53 26.37  C135 1.438, H142 0.973
137 H -5.48 2.67 24.23  C134 1.108
138 H -4.74 1.63 23.08  C134 1.053
139 H -3.83 2.77 24.05  C134 1.069
140 H -3.79 0.16 25.03  C135 1.090
141 H -5.58 0.61 25.30  C135 1.116
142 H -4.72 2.03 26.74  O136 0.973
143 C -1.38 9.57 32.94  C144 1.539, H146 1.098, H147 1.113, H148 1.064
144 C -0.24 8.73 33.54  C143 1.539, O145 1.446, H149 1.089, H150 1.083
145 O -0.14 7.43 32.92  C144 1.446, H151 0.966
146 H -1.23 9.83 31.89  C143 1.098
147 H -1.53 10.49 33.54  C143 1.113
148 H -2.32 9.06 33.03  C143 1.064
149 H -0.47 8.61 34.60  C144 1.089
150 H 0.66 9.33 33.43  C144 1.083
151 H 0.52 7.50 32.22  O145 0.966
152 C 2.76 -1.38 32.12  C153 1.502, H155 1.090, H156 1.046, H157 1.098
153 C 3.06 -0.08 31.43  C152 1.502, O154 1.455, H158 1.075, H159 1.078
154 O 3.25 0.92 32.47  C153 1.455, H160 0.956
155 H 1.91 -1.30 32.80  C152 1.090
156 H 3.55 -1.78 32.67  C152 1.046
157 H 2.63 -2.21 31.41  C152 1.098
158 H 2.27 0.24 30.76  C153 1.075
159 H 3.98 -0.14 30.88  C153 1.078
160 H 2.43 1.26 32.81  O154 0.956
161 C -5.55 4.94 39.42  C162 1.538, H164 1.066, H165 1.067, H166 1.113
162 C -6.03 4.34 38.09  C161 1.538, O163 1.378, H167 1.094, H168 1.098
163 O -5.21 4.93 37.16  C162 1.378, H169 0.990
164 H -5.58 6.00 39.25  C161 1.066
165 H -4.52 4.65 39.48  C161 1.067
166 H -6.27 4.81 40.26  C161 1.113
167 H -7.06 4.59 37.83  C162 1.094
168 H -5.88 3.26 37.95  C162 1.098
169 H -5.45 5.89 37.23  O163 0.990
170 C -7.98 7.87 38.21  C171 1.454, H173 1.170, H174 1.143, H175 1.080
171 C -7.36 7.50 36.95  C170 1.454, O172 1.466, H176 1.114, H177 1.066
172 O -5.91 7.49 37.17  C171 1.466, H178 0.964
173 H -7.41 7.47 39.15  C170 1.170
174 H -9.09 7.60 38.29  C170 1.143
175 H -7.87 8.91 38.47  C170 1.080
176 H -7.58 8.18 36.10  C171 1.114
177 H -7.53 6.49 36.66  C171 1.066
178 H -5.57 8.21 36.62  O172 0.964
179 C -4.41 -1.37 29.08  C180 1.583, H182 1.084, H183 1.096, H184 1.125
180 C -5.09 -0.46 30.19  C179 1.583, O181 1.430, H185 1.131, H186 1.081
181 O -5.31 0.84 29.63  C180 1.430, H187 0.992
182 H -3.44 -0.98 28.81  C179 1.084
183 H -5.14 -1.32 28.26  C179 1.096
184 H -4.20 -2.45 29.31  C179 1.125
185 H -4.41 -0.38 31.09  C180 1.131
186 H -6.00 -0.85 30.60  C180 1.081
187 H -4.75 0.95 28.82  O181 0.992
188 C 0.55 3.81 26.07  C189 1.517, H191 1.068, H192 1.105, H193 1.077
189 C -0.34 2.76 26.70  C188 1.517, O190 1.432, H194 1.088, H195 1.077
190 O -1.65 2.94 26.14  C189 1.432, H196 0.951
191 H 0.63 3.72 25.01  C188 1.068
192 H 1.54 3.77 26.56  C188 1.105
193 H 0.18 4.79 26.30  C188 1.077
194 H -0.38 2.78 27.78  C189 1.088
195 H 0.04 1.78 26.44  C189 1.077
196 H -2.33 2.40 26.53  O190 0.951
197 C -0.90 -0.38 24.65  C198 1.484, H200 1.119, H201 1.101, H202 1.132
198 C -0.83 0.37 23.37  C197 1.484, O199 1.392, H203 1.062, H204 1.065
199 O -0.53 1.71 23.58  C198 1.392, H205 1.005
200 H -1.70 0.02 25.32  C197 1.119
201 H 0.07 -0.31 25.17  C197 1.101
202 H -1.03 -1.49 24.48  C197 1.132
203 H -1.74 0.39 22.82  C198 1.062
204 H -0.18 -0.05 22.64  C198 1.065
205 H -0.96 2.02 24.43  O199 1.005
206 C -0.53 1.11 30.96  C207 1.456, H209 1.085, H210 1.099, H211 1.108
207 C -1.20 0.88 32.23  C206 1.456, O208 1.427, H212 1.097, H213 1.095
208 O -0.21 0.58 33.22  C207 1.427, H214 0.940
209 H -0.14 2.11 30.81  C206 1.085
210 H -1.19 0.89 30.11  C206 1.099
211 H 0.34 0.41 30.97  C206 1.108
212 H -1.93 0.06 32.20  C207 1.097
213 H -1.73 1.75 32.63  C207 1.095
214 H -0.43 1.15 33.94  O208 0.940
215 C -1.76 6.12 36.15  C216 1.488, H218 1.093, H219 1.097, H220 1.080
216 C -1.85 5.12 37.25  C215 1.488, O217 1.471, H221 1.089, H222 1.089
217 O -0.65 4.26 37.23  C216 1.471, H223 0.947
218 H -0.78 6.57 36.01  C215 1.093
219 H -2.57 6.86 36.25  C215 1.097
220 H -2.05 5.60 35.25  C215 1.080
221 H -2.79 4.57 37.29  C216 1.089
222 H -1.94 5.69 38.17  C216 1.089
223 H -0.74 3.54 37.84  O217 0.947
224 C -0.42 12.06 37.86  C225 1.542, H227 1.108, H228 1.110, H229 1.071
225 C -1.01 10.66 37.56  C224 1.542, O226 1.411, H230 1.097, H231 1.102
226 O -1.76 10.64 36.36  C225 1.411, H232 0.953
227 H 0.09 12.45 36.96  C224 1.108
228 H 0.36 12.03 38.65  C224 1.110
229 H -1.12 12.83 38.11  C224 1.071
230 H -1.72 10.44 38.36  C225 1.097
231 H -0.21 9.91 37.52  C225 1.102
232 H -1.31 10.18 35.66  O226 0.953
233 C 1.83 3.92 33.42  C234 1.548, H236 1.092, H237 1.064, H238 1.109
234 C 1.21 3.30 34.70  C233 1.548, O235 1.397, H239 1.100, H240 1.161
235 O -0.17 3.16 34.52  C234 1.397, H241 0.962
236 H 1.46 4.95 33.36  C233 1.092
237 H 1.55 3.35 32.57  C233 1.064
238 H 2.92 3.96 33.58  C233 1.109
239 H 1.37 3.94 35.58  C234 1.100
240 H 1.66 2.25 34.92  C234 1.161
241 H -0.60 3.37 35.35  O235 0.962
242 C -9.85 1.12 30.52  C243 1.536, H245 1.065, H246 1.076, H247 1.102
243 C -11.09 1.56 29.74  C242 1.536, O244 1.413, H248 1.106, H249 1.115
244 O -10.95 1.66 28.34  C243 1.413, H250 0.970
245 H -10.09 0.73 31.48  C242 1.065
246 H -9.23 1.98 30.68  C242 1.076
247 H -9.29 0.37 29.92  C242 1.102
248 H -11.39 2.54 30.17  C243 1.106
249 H -11.90 0.80 29.73  C243 1.115
250 H -10.42 2.45 28.16  O244 0.970
251 C -2.85 6.71 26.68  C252 1.563, H254 1.070, H255 1.126, H256 1.114
252 C -3.93 7.39 25.78  C251 1.563, O253 1.435, H257 1.127, H258 1.089
253 O -5.24 6.89 26.09  C252 1.435, H259 0.998
254 H -2.83 5.66 26.50  C251 1.070
255 H -3.11 6.88 27.77  C251 1.126
256 H -1.82 7.05 26.43  C251 1.114
257 H -3.59 7.16 24.73  C252 1.127
258 H -3.90 8.47 25.92  C252 1.089
259 H -5.86 7.67 26.20  O253 0.998

Results of the Mulliken charge analysis, in e, for atoms 1 through 2:
1 C -1.762
2 C 1.086